(1)
DFT (wB97M-V/def2-TZVPD) results for a cluster of 2 separate species, C5H11N in total.

The structure (SMILES) is CCN1C=C1.C. The calculation puts the LUMO energy at 0.9 eV. The energy above the lowest of the compared OMol25 structures with the same formula, charge and spin comes out at 151.7 kcal/mol.

Structure (XYZ):
```
17
Properties=species:S:1:pos:R:3:nbo_charge:R:1
N -0.44 -0.68 0.69 -0.32
C 0.61 -0.09 1.13 0.17
C -1.89 1.10 -0.18 -0.62
C -1.47 -0.36 -0.28 -0.22
C 0.73 -1.61 0.85 -0.40
C 2.06 0.12 -0.71 -1.00
H 0.84 0.88 1.56 0.23
H -2.31 1.32 0.81 0.21
H 1.39 0.85 -1.19 0.19
H -2.31 -1.04 -0.13 0.21
H -1.04 1.76 -0.35 0.22
H -1.03 -0.59 -1.27 0.22
H 0.54 -2.26 1.71 0.16
H 2.58 -0.42 -1.52 0.23
H 1.61 -1.01 -0.16 0.28
H -2.65 1.33 -0.93 0.23
H 2.82 0.66 -0.13 0.20
```

---

(2)
DFT (wB97M-V/def2-TZVPD) results for an isolated molecule of C5H11N.

The structure (SMILES) is C=C(C)CNC. The calculation puts the LUMO energy at 1.1 eV. The energy above the lowest of the compared OMol25 structures with the same formula, charge and spin comes out at 19.1 kcal/mol.

Structure (XYZ):
```
17
Properties=species:S:1:pos:R:3:nbo_charge:R:1
N 1.35 0.43 0.08 -0.62
C -1.21 1.58 -0.12 -0.42
C 0.22 -0.45 -0.14 -0.25
C 2.62 -0.25 0.00 -0.41
C -2.29 -0.64 0.04 -0.64
C -1.10 0.27 -0.07 0.02
H 3.42 0.45 0.21 0.20
H -2.29 -1.37 -0.77 0.21
H -2.26 -1.20 0.98 0.21
H -3.22 -0.08 0.01 0.22
H 0.21 -1.30 0.56 0.16
H 2.75 -0.63 -1.02 0.19
H 0.33 -0.88 -1.15 0.20
H 1.25 0.87 0.99 0.35
H 2.71 -1.10 0.70 0.16
H -2.17 2.07 -0.07 0.19
H -0.34 2.21 -0.22 0.21
```

---

(3)
DFT (wB97M-V/def2-TZVPD) results for an isolated molecule of C5H11N at a distorted geometry.

The structure (SMILES) is C=CCNCC. The calculation puts the LUMO energy at 1.1 eV. The energy above the lowest of the compared OMol25 structures with the same formula, charge and spin comes out at 66.5 kcal/mol.

Structure (XYZ):
```
17
Properties=species:S:1:pos:R:3:nbo_charge:R:1
N -0.03 0.08 0.62 -0.62
C -1.64 -0.54 0.31 -0.23
C -2.46 0.36 -0.59 -0.64
C 2.87 0.10 1.00 -0.42
C 0.63 -0.35 -0.51 -0.21
C 2.26 0.29 -0.15 -0.19
H 2.32 -0.26 1.87 0.20
H -2.51 1.38 -0.19 0.21
H 0.73 -1.43 -0.56 0.19
H -3.49 0.00 -0.68 0.22
H -2.03 -0.59 1.32 0.20
H 0.38 0.10 -1.48 0.16
H 2.78 0.68 -1.02 0.18
H -1.57 -1.56 -0.08 0.19
H -0.12 1.09 0.62 0.35
H -2.04 0.41 -1.60 0.21
H 3.94 0.24 1.14 0.20
```

---

(4)
DFT (wB97M-V/def2-TZVPD) results for a structure of composition C5H11N.

The calculation puts the LUMO energy at 0.9 eV. The energy above the lowest of the compared OMol25 structures with the same formula, charge and spin comes out at 120.9 kcal/mol.

Structure (XYZ):
```
17
Properties=species:S:1:pos:R:3:nbo_charge:R:1
N -0.98 -1.01 -0.72 -0.44
C 1.28 -0.43 0.11 -0.41
C 0.00 0.39 0.15 -0.21
C 2.49 0.50 0.26 -0.61
C -1.77 0.00 0.34 -0.30
C -2.33 -0.69 -0.87 -0.26
H 2.52 0.99 1.24 0.20
H -2.66 -0.06 -1.71 0.15
H 2.47 1.29 -0.51 0.20
H 3.42 -0.06 0.13 0.22
H 1.32 -0.96 -0.84 0.23
H -0.01 0.89 1.14 0.19
H -2.00 -0.44 1.30 0.22
H 1.27 -1.18 0.90 0.21
H -3.05 -1.47 -0.59 0.19
H -1.97 1.07 0.26 0.22
H 0.00 1.17 -0.61 0.20
```

---

(5)
DFT (wB97M-V/def2-TZVPD) results for a structure of composition C5H11N.

The calculation puts the LUMO energy at 0.9 eV. The energy above the lowest of the compared OMol25 structures with the same formula, charge and spin comes out at 126.0 kcal/mol.

Structure (XYZ):
```
17
Properties=species:S:1:pos:R:3:nbo_charge:R:1
N 1.17 -0.34 0.37 -0.30
C -0.89 1.17 -0.91 -0.92
C -1.09 -1.66 0.21 -0.67
C 0.56 0.13 1.62 -0.26
C 1.76 0.43 -0.63 -0.43
C -0.11 -0.60 0.53 0.26
H 1.93 -0.15 -1.54 0.20
H -0.74 -2.64 0.58 0.23
H 0.49 1.06 -0.84 0.23
H -0.84 2.22 -1.25 0.21
H -1.67 1.14 -0.14 0.20
H -1.22 0.57 -1.77 0.20
H 2.65 0.96 -0.29 0.20
H 0.96 -0.34 2.52 0.19
H -1.25 -1.73 -0.87 0.23
H 0.35 1.20 1.70 0.19
H -2.05 -1.44 0.70 0.24
```

---

(6)
DFT (wB97M-V/def2-TZVPD) results for an isolated molecule of C5H11N at a distorted geometry.

The structure (SMILES) is C=CCCNC. The calculation puts the LUMO energy at 1.1 eV. The energy above the lowest of the compared OMol25 structures with the same formula, charge and spin comes out at 46.0 kcal/mol.

Structure (XYZ):
```
17
Properties=species:S:1:pos:R:3:nbo_charge:R:1
N -0.01 1.57 0.66 -0.59
C -0.27 -1.50 0.15 -0.19
C 0.20 -0.53 -0.86 -0.49
C -0.37 0.87 -0.60 -0.22
C -1.29 -2.35 -0.08 -0.39
C 1.50 1.70 0.69 -0.43
H -0.17 1.60 -1.39 0.19
H -1.46 0.72 -0.58 0.20
H -0.12 -0.80 -1.88 0.22
H -2.01 -2.66 0.67 0.21
H 1.92 0.71 0.82 0.17
H 1.80 2.35 1.51 0.20
H 1.30 -0.55 -1.02 0.21
H -0.16 0.85 1.37 0.33
H 0.25 -1.67 1.09 0.20
H -1.44 -2.60 -1.13 0.19
H 1.78 2.21 -0.23 0.19
```

---

(7)
DFT (wB97M-V/def2-TZVPD) results for an isolated molecule of C5H11N.

The structure (SMILES) is CN1CC1(C)C. The calculation puts the LUMO energy at 1.1 eV. The energy above the lowest of the compared OMol25 structures with the same formula, charge and spin comes out at 32.2 kcal/mol.

Structure (XYZ):
```
17
Properties=species:S:1:pos:R:3:nbo_charge:R:1
N 0.99 -0.35 0.12 -0.43
C -0.45 -0.16 0.18 0.10
C 0.44 0.24 1.31 -0.24
C -1.22 0.98 -0.48 -0.63
C 1.97 0.26 -0.75 -0.41
C -1.19 -1.48 0.20 -0.61
H -2.14 -1.43 0.74 0.20
H -1.27 0.89 -1.57 0.21
H 0.51 -0.35 2.23 0.19
H 1.58 0.96 -1.50 0.18
H 0.56 1.32 1.46 0.18
H 2.50 -0.54 -1.28 0.20
H 2.72 0.78 -0.14 0.20
H -1.40 -1.79 -0.83 0.21
H -2.25 0.95 -0.10 0.22
H -0.54 -2.24 0.65 0.22
H -0.82 1.97 -0.23 0.21
```

---

(8)
DFT (wB97M-V/def2-TZVPD) results for an isolated molecule of C5H11N at a distorted geometry.

The calculation puts the LUMO energy at -2.0 eV. The energy above the lowest of the compared OMol25 structures with the same formula, charge and spin comes out at 199.3 kcal/mol.

Structure (XYZ):
```
17
Properties=species:S:1:pos:R:3:nbo_charge:R:1
N 0.63 -0.49 2.07 -0.70
C 1.49 -1.07 -0.29 -0.48
C -0.18 0.73 -0.06 -0.29
C -0.22 0.15 -1.50 -0.35
C 0.29 -0.57 0.78 0.00
C -1.45 1.22 0.55 -0.62
H 1.16 -0.35 -1.35 0.21
H 1.56 -0.83 2.25 0.34
H 0.46 1.57 -0.27 0.20
H -1.54 0.85 1.58 0.25
H -1.82 2.25 0.34 0.23
H 2.55 -1.29 -0.15 0.24
H -2.12 0.49 -0.03 0.19
H 1.12 -2.00 -0.74 0.20
H -1.32 -0.42 -1.51 0.23
H -0.07 1.01 -2.13 0.22
H -0.56 -1.25 0.45 0.13
```

---

(9)
DFT (wB97M-V/def2-TZVPD) results for a cluster of 2 separate species, C5H11N in total.

The structure (SMILES) is CCN1C=C1.C. The calculation puts the LUMO energy at 1.1 eV. The energy above the lowest of the compared OMol25 structures with the same formula, charge and spin comes out at 92.8 kcal/mol.

Structure (XYZ):
```
17
Properties=species:S:1:pos:R:3:nbo_charge:R:1
N 1.70 0.20 -0.25 -0.44
C -2.17 0.91 0.93 -0.86
C 0.89 -0.52 -1.25 -0.24
C 0.68 -1.93 -0.70 -0.62
C 0.91 0.65 0.91 -0.06
C 1.27 1.60 0.13 -0.09
H 1.48 2.62 -0.12 0.23
H -1.41 1.55 0.48 0.22
H -1.95 -0.13 0.68 0.21
H 0.49 -2.68 -1.47 0.21
H 1.59 -2.21 -0.15 0.22
H -0.15 -1.95 0.02 0.20
H -3.16 1.19 0.55 0.22
H 0.45 0.27 1.81 0.23
H -0.06 -0.02 -1.46 0.17
H 1.46 -0.57 -2.19 0.19
H -2.12 1.04 2.02 0.21
```

---

(10)
DFT (wB97M-V/def2-TZVPD) results for an isolated molecule of C5H11N.

The structure (SMILES) is CC[C@H]1CN1C. The calculation puts the LUMO energy at 1.2 eV. The energy above the lowest of the compared OMol25 structures with the same formula, charge and spin comes out at 27.0 kcal/mol.

Structure (XYZ):
```
17
Properties=species:S:1:pos:R:3:nbo_charge:R:1
N -1.19 0.53 -0.54 -0.40
C -0.06 -0.10 0.12 -0.08
C 1.23 -0.21 -0.67 -0.40
C 2.41 -0.60 0.21 -0.61
C -0.59 1.20 0.60 -0.26
C -2.48 -0.09 -0.31 -0.41
H -0.05 2.12 0.38 0.20
H -0.29 -0.96 0.75 0.18
H -2.60 -0.93 -1.00 0.20
H 3.33 -0.68 -0.38 0.21
H -1.15 1.21 1.54 0.19
H -2.60 -0.48 0.72 0.16
H 2.58 0.14 1.00 0.20
H 1.09 -0.94 -1.47 0.20
H 2.24 -1.57 0.69 0.20
H -3.28 0.63 -0.50 0.20
H 1.42 0.75 -1.16 0.21
```

---

no.,molecular weight (g/mol),highest occupied orbital energy (eV),gap between HOMO and LUMO (eV)
1,85.15,-7.27,8.1685
2,85.15,-8.87,9.9608
3,85.15,-8.79,9.9240
4,85.15,-7.97,8.8382
5,85.15,-7.44,8.3157
6,85.15,-9.07,10.2203
7,85.15,-8.59,9.6595
8,85.15,-7.14,5.1223
9,85.15,-8.12,9.1933
10,85.15,-9.08,10.2938